1.
{"formula": "C11H16S2", "method": "ωB97M-V/def2-TZVPD", "elements": ["C", "C", "C", "C", "C", "C", "C", "C", "C", "C", "C", "S", "S", "H", "H", "H", "H", "H", "H", "H", "H", "H", "H", "H", "H", "H", "H", "H", "H"], "coordinates": [[0.026, -3.202, 1.655], [-0.758, -2.277, 1.543], [-0.585, 3.162, 0.689], [-1.636, 2.225, 0.076], [0.779, 2.932, -0.016], [-1.284, 0.773, 0.007], [1.137, 1.421, 0.054], [1.666, -3.091, -0.477], [0.437, -3.492, -1.319], [0.099, 0.570, -0.635], [0.401, -0.915, -0.512], [1.946, -1.451, -0.140], [-0.568, -1.989, -1.560], [0.458, -4.035, 1.307], [-0.961, 4.213, 0.631], [-0.403, 3.123, 1.746], [-2.522, 2.390, 0.694], [-1.853, 2.534, -0.949], [0.584, 3.167, -1.151], [1.592, 3.523, 0.470], [-1.287, 0.403, 1.107], [-2.142, 0.204, -0.531], [2.170, 1.249, -0.373], [1.072, 1.027, 0.983], [-1.216, -1.420, 1.955], [2.447, -3.881, -0.328], [0.684, -3.677, -2.340], [-0.192, -4.332, -0.861], [-0.091, 0.846, -1.725]], "forces_ev_per_angstrom": [[-2.6, 2.3, -0.2], [1.3, -0.5, 1.6], [0.7, 0.8, -1.1], [-0.4, 1.1, 0.6], [-0.7, -0.1, -1.0], [-1.1, -1.1, 1.8], [0.7, 1.6, -3.5], [0.7, -0.7, -0.5], [-0.3, 0.4, 1.2], [-1.4, -1.0, -1.2], [0.2, 0.8, -1.2], [-0.9, -1.7, -0.6], [0.3, 0.6, 0.8], [1.6, -2.7, -0.3], [0.4, -0.6, -0.6], [-0.2, -1.0, 0.8], [-0.4, -0.3, -0.4], [-0.1, 0.5, 0.0], [0.9, 0.0, 2.0], [-0.6, -0.2, -0.8], [0.2, 0.3, -1.8], [1.6, 0.8, 0.8], [-1.1, 0.1, 0.4], [0.5, -0.7, 3.6], [-0.6, 0.4, -0.4], [-0.7, 1.2, 0.0], [0.4, -1.1, -0.5], [0.9, 1.0, -0.6], [0.7, -0.3, 1.0]], "nbo_charge": [-0.2264, -0.2376, -0.4063, -0.4114, -0.3881, -0.3791, -0.4086, -0.5608, -0.5580, -0.2972, -0.3972, 0.6204, 0.2729, 0.2089, 0.2096, 0.2005, 0.2126, 0.1963, 0.1949, 0.2160, 0.1858, 0.2279, 0.2139, 0.2003, 0.2228, 0.2386, 0.2223, 0.2191, 0.2081], "e_tot_ha": -1224.89568, "charge": 0, "multiplicity": 1, "largest_force_ev_per_a": 3.9}


2.
{"formula": "C11H17BN6O3PdS", "method": "ωB97M-V/def2-TZVPD", "elements": ["C", "N", "N", "C", "C", "B", "N", "N", "C", "C", "C", "Pd", "N", "N", "C", "C", "C", "H", "H", "H", "H", "H", "H", "H", "H", "H", "H", "H", "C", "H", "H", "H", "C", "S", "O", "O", "O", "H", "H", "H"], "coordinates": [[-2.543, 0.070, 1.226], [-1.467, 0.427, 0.510], [-1.888, 1.024, -0.667], [-3.241, 1.098, -0.635], [-3.690, 0.489, 0.542], [-0.914, 1.494, -1.821], [0.265, 2.262, -1.154], [0.846, 1.855, 0.050], [1.862, 2.702, 0.294], [1.801, 3.785, -0.592], [0.755, 3.487, -1.470], [0.438, 0.108, 1.223], [-0.344, 0.176, -2.440], [0.249, -0.679, -1.568], [0.575, -1.781, -2.206], [0.178, -1.661, -3.553], [-0.416, -0.415, -3.655], [1.031, -2.627, -1.717], [-0.851, 0.088, -4.487], [0.307, -2.395, -4.317], [-1.486, 2.135, -2.650], [0.327, 4.048, -2.283], [-3.764, 1.619, -1.420], [2.427, 4.661, -0.592], [-4.693, 0.351, 0.896], [2.547, 2.526, 1.113], [-2.391, -0.468, 2.156], [2.302, -0.595, 0.670], [2.391, -0.196, 1.683], [3.184, 0.558, 1.657], [1.497, 0.311, 2.256], [2.662, -1.038, 2.319], [0.948, -3.448, 2.923], [-0.424, -2.474, 2.277], [-1.607, -3.284, 2.295], [-0.452, -1.214, 3.109], [-0.024, -2.063, 0.867], [1.055, -3.205, 3.985], [1.866, -3.229, 2.370], [0.682, -4.502, 2.808]], "forces_ev_per_angstrom": [[2.8, 0.1, -0.4], [-1.6, -1.4, 1.8], [-2.5, 0.8, -0.2], [3.1, 1.0, -1.8], [-1.2, -0.6, 1.2], [-0.1, -0.7, -0.7], [-0.2, 2.8, -0.2], [3.3, 0.9, 0.9], [-1.5, -2.2, 1.1], [1.2, 0.9, 0.3], [-2.4, -2.8, -0.9], [-5.7, 1.2, -3.5], [-0.8, -0.1, -2.5], [1.2, -1.7, 0.9], [-0.1, 0.6, 1.0], [0.9, -2.1, -0.1], [-0.9, 3.5, 1.5], [0.1, 0.0, 0.0], [-0.3, 0.2, -0.6], [0.0, -0.3, -0.5], [0.1, 0.0, 0.3], [0.1, 0.2, -0.3], [-0.3, -0.1, -0.2], [0.2, 0.3, 0.0], [-0.6, 0.1, -0.1], [-0.1, 0.3, 0.0], [-0.4, 0.3, 0.0], [0.6, -0.2, -0.2], [2.5, -1.0, 0.0], [-0.3, 0.0, 0.3], [2.5, 0.4, 2.3], [0.0, 0.2, 0.2], [-0.4, 0.1, 0.0], [2.9, -2.2, 1.2], [-0.7, 0.9, -0.3], [-0.3, 0.3, -1.8], [-0.7, 0.4, 1.1], [-0.1, 0.0, -0.1], [-0.2, 0.0, 0.1], [0.0, 0.1, 0.0]], "nbo_charge": [0.0455, -0.2157, -0.2831, 0.1883, 0.0528, 0.5160, -0.2866, -0.2297, 0.0593, 0.0522, 0.1883, 1.0687, -0.3282, -0.2270, -0.0132, 0.0377, 0.1837, 0.2792, 0.2877, 0.2998, 0.0577, 0.3099, 0.3067, 0.3188, 0.3142, 0.2845, 0.2994, 0.2741, -0.8377, 0.2980, 0.2545, 0.3077, -0.8749, 2.2612, -0.6310, -0.7332, -0.7698, 0.3051, 0.2615, 0.3175], "e_tot_ha": -1532.54549, "s2": 6.0480, "charge": 4, "multiplicity": 5, "largest_force_ev_per_a": 6.8}


3.
{"formula": "C11H17Cl19N", "method": "ωB97M-V/def2-TZVPD", "elements": ["C", "C", "N", "C", "Cl", "C", "C", "H", "H", "H", "H", "H", "H", "H", "H", "H", "H", "H", "C", "Cl", "Cl", "Cl", "H", "C", "Cl", "Cl", "Cl", "H", "C", "Cl", "Cl", "Cl", "H", "C", "Cl", "Cl", "Cl", "H", "C", "Cl", "Cl", "Cl", "H", "C", "Cl", "Cl", "Cl", "H"], "coordinates": [[0.154, -3.645, -2.711], [1.452, -3.170, -2.023], [2.076, -2.018, -2.597], [1.849, -0.866, -1.904], [2.558, 0.602, -2.922], [0.419, -0.434, -1.519], [0.358, 0.786, -0.595], [0.367, -3.839, -3.765], [-0.641, -2.896, -2.682], [-0.224, -4.572, -2.254], [2.143, -4.029, -2.069], [1.233, -3.053, -0.935], [2.466, -0.721, -0.971], [0.000, -1.300, -1.001], [-0.158, -0.306, -2.438], [0.140, 0.501, 0.440], [-0.403, 1.508, -0.898], [1.316, 1.308, -0.598], [-2.505, -4.453, 0.420], [-1.681, -6.004, 0.279], [-1.363, -3.126, 0.626], [-3.540, -4.135, -0.967], [-3.128, -4.490, 1.304], [-5.414, -0.017, -2.261], [-5.086, 0.949, -3.700], [-6.506, -1.358, -2.642], [-3.933, -0.603, -1.530], [-5.920, 0.618, -1.547], [0.032, -2.001, 3.775], [-0.721, -2.945, 5.068], [-0.861, -0.510, 3.489], [1.722, -1.669, 4.138], [-0.014, -2.597, 2.873], [3.476, 2.615, 2.083], [3.020, 3.924, 3.202], [2.512, 1.178, 2.372], [3.332, 3.136, 0.413], [4.514, 2.383, 2.285], [-0.630, 3.383, 4.443], [-0.739, 2.165, 5.719], [-0.663, 2.644, 2.858], [-1.906, 4.595, 4.626], [0.321, 3.888, 4.556], [2.087, 5.784, -2.008], [0.774, 6.677, -2.796], [2.169, 4.128, -2.554], [3.628, 6.629, -2.241], [1.882, 5.785, -0.944]], "forces_ev_per_angstrom": [[0.1, 0.0, 0.0], [-0.1, 0.1, 0.1], [-0.2, 0.1, -0.1], [0.2, -0.2, 0.4], [0.0, 0.2, -0.1], [0.0, -0.1, -0.1], [0.0, 0.0, 0.0], [0.0, 0.0, 0.0], [0.0, 0.1, 0.1], [0.0, 0.0, 0.0], [0.0, 0.0, 0.0], [0.0, -0.1, 0.0], [0.0, 0.1, -0.1], [-0.1, 0.0, -0.1], [0.0, 0.1, 0.0], [0.0, 0.0, 0.0], [0.0, 0.0, 0.0], [0.0, 0.0, 0.0], [0.0, 0.1, 0.1], [0.0, 0.0, 0.0], [0.0, 0.0, 0.0], [-0.1, -0.1, 0.0], [0.0, 0.0, 0.0], [0.0, 0.0, 0.1], [0.0, 0.0, 0.0], [0.0, 0.0, 0.0], [0.1, 0.0, 0.0], [0.0, 0.0, 0.0], [-0.1, 0.0, -0.1], [0.0, 0.0, 0.0], [0.1, -0.3, 0.0], [0.0, 0.0, 0.0], [0.1, 0.0, 0.0], [0.0, 0.0, -0.1], [0.0, 0.0, 0.0], [0.1, 0.0, 0.1], [0.0, 0.0, 0.0], [0.0, 0.0, 0.0], [0.1, 0.0, 0.1], [0.0, 0.1, 0.0], [-0.1, 0.2, -0.2], [0.0, 0.0, 0.0], [0.0, 0.0, 0.0], [0.0, 0.0, 0.1], [0.0, 0.0, 0.0], [0.0, -0.1, -0.1], [0.0, 0.0, 0.0], [0.0, 0.0, 0.0]], "nbo_charge": [-0.6286, -0.2101, -0.8015, 0.1335, -0.2819, -0.4802, -0.6268, 0.1998, 0.1856, 0.1657, 0.1526, 0.1105, 0.0923, 0.1932, 0.2061, 0.1816, 0.1985, 0.2179, -0.2861, 0.0190, 0.0222, 0.0271, 0.2220, -0.2896, 0.0180, -0.0007, 0.0506, 0.2218, -0.2878, -0.0045, 0.0251, 0.0216, 0.2397, -0.2850, -0.0309, 0.0404, 0.0435, 0.2246, -0.2886, 0.0115, 0.0494, 0.0011, 0.2291, -0.2929, -0.0053, 0.0785, -0.0063, 0.2245], "e_tot_ha": -9227.69686, "charge": -1, "multiplicity": 1, "largest_force_ev_per_a": 0.5}